[1]
Formula: C13H24F3NO12S
Source: OMol25
Level of theory: ωB97M-V/def2-TZVPD

```
54
Properties=species:S:1:pos:R:3:mulliken_charge:R:1
C 2.2692 2.9816 5.1431 -1.01
C 1.6034 1.9300 4.1265 0.89
C 2.0335 2.0753 2.6091 -0.90
N 0.7272 1.0258 4.5868 -0.64
O -0.3144 1.0230 3.6481 0.04
S -1.8223 1.1806 4.3920 0.66
O -1.5296 1.5786 5.8139 -0.48
O -2.7431 2.4591 3.7151 -0.31
C -1.9691 3.3723 2.9772 0.73
F -1.5892 2.8571 1.7205 -0.19
F -2.8228 4.4566 2.6697 -0.27
F -0.8959 3.9182 3.6693 -0.20
H 1.9318 4.0098 4.7621 0.27
H 3.4073 2.9295 5.1221 0.29
H 1.8481 2.8765 6.1879 0.31
H 3.1206 1.7937 2.4248 0.29
H 1.9122 3.1880 2.3457 0.26
H 1.4003 1.4919 1.8745 0.24
C -2.3140 -2.4858 -2.8365 -0.56
O -3.0875 -1.6463 -1.9798 -0.29
C -2.4333 -1.2224 -0.8883 0.68
O -1.2949 -1.4887 -0.5971 -0.54
O -3.2683 -0.4498 -0.1778 -0.34
C -2.7001 0.0748 1.0207 -0.59
H -2.9410 -2.7668 -3.6829 0.11
H -1.4421 -1.9500 -3.2165 0.32
H -2.0105 -3.3953 -2.3145 0.31
H -1.8444 0.7112 0.7949 0.28
H -2.4128 -0.7339 1.6966 0.32
H -3.4611 0.6814 1.5123 0.32
C 8.5711 1.4696 3.1764 -0.64
O 7.2092 1.0516 3.0988 -0.29
C 7.0321 -0.1349 2.4979 0.73
O 7.9005 -0.8344 2.0434 -0.54
O 5.7182 -0.4054 2.4925 -0.22
C 5.3784 -1.6483 1.8790 -0.66
H 8.5933 2.4366 3.6787 0.22
H 9.1588 0.7611 3.7632 0.29
H 8.9953 1.5884 2.1775 0.29
H 5.8389 -2.4808 2.4143 0.29
H 5.6752 -1.6535 0.8284 0.32
H 4.2955 -1.7598 1.9327 0.20
C -5.0188 -3.6697 -9.2039 -0.62
O -5.7951 -2.8308 -8.3506 -0.32
C -5.1438 -2.4053 -7.2582 0.78
O -4.0053 -2.6706 -6.9642 -0.54
O -5.9806 -1.6333 -6.5500 -0.31
C -5.4142 -1.1076 -5.3512 -0.53
H -5.6446 -3.9518 -10.0505 0.22
H -4.1463 -3.1333 -9.5819 0.29
H -4.7158 -4.5781 -8.6796 0.29
H -4.5575 -0.4696 -5.5771 0.29
H -5.1265 -1.9149 -4.6749 0.18
H -6.1750 -0.5013 -4.8602 0.26
```

## Properties
total charge	0
orbital gap	9.237	eV
relative energy (zero: lowest compared OMol25 entry of this formula, charge and spin)	39.8	kcal/mol
LUMO level	-0.5	eV
electronic energy	-58913.47216	eV

---

[2]
Formula: C26H26ClCrN4O7S
Source: OMol25
Level of theory: ωB97M-V/def2-TZVPD

```
66
Properties=species:S:1:pos:R:3:mulliken_charge:R:1
Cr 0.1422 0.3593 -0.4488 1.28
O 3.2121 -0.6539 -1.7304 -0.51
C 2.4462 0.2291 -2.3376 0.67
O 2.0088 1.2371 -1.8067 -0.60
C 2.1093 -0.1005 -3.7759 -0.65
O 0.7059 -0.0865 -3.9295 -0.42
C 0.1014 -1.3709 -3.7623 -0.45
C 0.3707 -2.0819 -2.4174 0.63
O 0.6518 -3.2701 -2.4553 -0.71
O 0.2574 -1.3735 -1.3530 -0.31
H 3.0569 -0.5218 -0.7468 0.51
H 2.5170 0.6913 -4.4085 0.38
H 2.5450 -1.0615 -4.0611 0.36
H -0.9719 -1.1951 -3.8472 0.07
H 0.4288 -2.0421 -4.5615 0.31
O 0.9768 -0.2962 2.6085 -0.74
C 1.9151 -0.5477 1.8385 -0.21
O 1.9754 -0.2291 0.6143 -0.38
H 2.7996 -1.0873 2.2361 0.35
Cl -3.1430 0.2380 -3.2444 -0.28
C -3.1238 1.7140 -2.3120 0.86
C -3.6256 2.8538 -2.9170 -0.62
C -3.6935 4.0466 -2.2132 -0.57
C -3.2702 4.0603 -0.8898 -0.72
C -2.7641 2.9152 -0.3073 -0.17
C -2.6369 1.6936 -0.9967 0.41
C -2.0335 0.5248 -0.3515 -2.38
H -3.9713 2.7929 -3.9408 0.42
H -4.0834 4.9396 -2.6841 0.37
H -3.3259 4.9758 -0.3119 0.38
H -2.4394 2.9430 0.7279 0.26
H -2.4684 -0.4112 -0.7053 0.81
H -2.1932 0.6158 0.7310 0.53
N 0.8711 4.0100 1.7376 -0.09
C 0.6605 2.6731 1.5911 -0.96
N 0.3856 2.3501 0.3591 0.47
C 0.4427 3.5269 -0.3738 0.28
C 0.2455 3.7475 -1.7331 -0.43
C 0.3419 5.0477 -2.1832 -0.93
C 0.6292 6.1088 -1.3106 -0.51
C 0.8342 5.9009 0.0401 -0.99
C 0.7398 4.5873 0.4869 0.83
H 1.1130 4.4717 2.5943 0.23
H 0.7166 1.9616 2.4032 0.62
H 0.0214 2.9237 -2.3976 0.54
H 0.1816 5.2579 -3.2324 0.40
H 0.6927 7.1150 -1.7050 0.40
H 1.0593 6.7209 0.7099 0.41
N -1.3296 -2.0428 1.7976 -0.45
C -0.9357 -3.3498 1.8410 0.26
S -1.4429 -4.4792 0.7391 -0.35
N -0.1271 -3.5897 2.9254 -0.04
C 0.4551 -4.7955 3.3445 0.45
C 0.5475 -5.0416 4.7120 -0.48
C 1.1746 -6.1845 5.1823 -0.46
C 1.7097 -7.1026 4.2927 -0.46
C 1.6214 -6.8536 2.9290 -0.63
C 1.0087 -5.7083 2.4494 -0.34
H -1.8500 -1.8151 0.9609 0.25
H -0.6563 -1.3288 2.0599 0.03
H -0.1299 -2.8516 3.6132 0.23
H 0.1154 -4.3322 5.4087 0.33
H 1.2367 -6.3587 6.2492 0.34
H 2.1938 -7.9998 4.6566 0.36
H 2.0447 -7.5561 2.2224 0.35
H 0.9527 -5.5141 1.3895 0.45
```

## Properties
total charge	-1
orbital gap (alpha / beta)	6.746 / 6.954	eV
relative energy (zero: lowest compared OMol25 entry of this formula, charge and spin)	14.2	kcal/mol
2S+1	5
LUMO level (alpha / beta)	2.3 / 2.3	eV
electronic energy	-99461.82299	eV
⟨S²⟩	6.019

---

[3]
Formula: C3H10NO2
Source: OMol25
Level of theory: ωB97M-V/def2-TZVPD

```
16
Properties=species:S:1:pos:R:3:mulliken_charge:R:1
C -0.1530 0.8835 -0.7612 -0.46
C -0.5789 0.6284 0.6497 -0.60
C 0.0864 1.8004 1.4939 -0.02
O 1.1430 2.2160 1.1294 -0.43
N 1.0042 -0.1172 -1.0342 -0.33
H 0.2730 1.9087 -0.9377 0.41
H -0.8050 0.6901 -1.6527 0.33
H -0.4637 -0.3431 1.2455 0.32
H -1.6654 0.5896 0.8930 0.39
H -0.2831 1.9665 2.5284 0.37
H 1.8933 0.1391 -0.5765 0.37
H 1.2935 -0.3323 -2.0193 0.40
H 0.6798 -1.0457 -0.7061 0.27
H -0.3905 -3.5422 -0.4366 0.30
H -1.4174 -2.7974 0.3568 0.31
O -0.6162 -2.6442 -0.1723 -0.63
```

## Properties
total charge	+1
orbital gap	10.718	eV
relative energy (zero: lowest compared OMol25 entry of this formula, charge and spin)	36.6	kcal/mol
LUMO level	-3.3	eV
electronic energy	-8850.75311	eV

---

- Which formula does entry 1 have?
  C13H24F3NO12S